(1)
{"formula": "C31H37BBrN9O4S2Sn", "method": "the ωB97M-V functional and the def2-TZVPD basis", "species": ["Sn", "C", "N", "C", "C", "O", "C", "O", "C", "C", "O", "N", "C", "C", "H", "H", "H", "H", "H", "H", "H", "H", "H", "H", "H", "H", "H", "H", "H", "H", "Br", "C", "C", "C", "C", "C", "C", "N", "N", "C", "C", "C", "C", "O", "C", "N", "C", "C", "C", "C", "H", "H", "H", "H", "H", "H", "H", "H", "H", "C", "N", "C", "C", "N", "B", "N", "C", "C", "N", "C", "C", "S", "C", "S", "H", "H", "H", "H", "H", "H", "H", "H", "H", "H", "H", "H"], "positions_angstrom": [[1.785, -0.188, -0.367], [-1.936, -1.993, 2.689], [-0.657, -2.693, 2.764], [-0.627, -3.925, 3.545], [0.376, -2.266, 2.040], [0.329, -1.227, 1.363], [1.633, -3.116, 2.084], [2.675, -2.457, 1.404], [3.537, -3.302, 0.679], [3.150, -3.308, -0.800], [2.328, -2.470, -1.214], [3.732, -4.191, -1.604], [4.727, -5.165, -1.175], [3.432, -4.183, -3.034], [-2.719, -2.698, 2.412], [-2.184, -1.544, 3.652], [-1.866, -1.216, 1.935], [-1.595, -4.061, 4.015], [-0.433, -4.794, 2.912], [0.125, -3.889, 4.334], [1.928, -3.288, 3.124], [1.395, -4.081, 1.622], [4.543, -2.886, 0.772], [3.536, -4.314, 1.089], [5.218, -4.858, -0.256], [4.277, -6.149, -1.034], [5.484, -5.250, -1.952], [2.562, -3.563, -3.214], [4.282, -3.782, -3.589], [3.237, -5.199, -3.373], [-8.035, 1.086, -3.410], [-6.412, 1.292, -4.364], [-5.331, 0.481, -4.045], [-4.122, 0.673, -4.681], [-3.984, 1.677, -5.646], [-5.104, 2.422, -6.016], [-6.311, 2.246, -5.363], [-2.807, 1.919, -6.379], [-1.652, 1.810, -5.948], [-1.266, 1.695, -4.608], [-1.848, 2.361, -3.545], [-1.381, 2.200, -2.238], [-0.323, 1.359, -1.946], [0.048, 1.069, -0.705], [0.392, 0.806, -3.041], [1.523, 0.117, -2.754], [2.263, -0.348, -3.741], [1.926, -0.169, -5.086], [0.755, 0.474, -5.402], [-0.051, 0.989, -4.368], [-5.435, -0.284, -3.288], [-3.286, 0.027, -4.449], [-5.009, 3.157, -6.804], [-7.167, 2.849, -5.628], [-2.680, 3.025, -3.735], [-1.873, 2.720, -1.427], [3.170, -0.870, -3.459], [2.588, -0.534, -5.858], [0.437, 0.628, -6.424], [4.377, 1.996, 3.112], [3.375, 2.511, 4.029], [3.591, 3.284, 5.137], [2.377, 3.511, 5.703], [1.422, 2.870, 4.959], [-0.046, 2.756, 5.517], [-1.187, 2.447, 4.477], [-2.444, 2.151, 4.940], [-3.291, 2.072, 3.880], [-2.545, 2.306, 2.759], [-2.985, 2.340, 1.372], [-1.275, 2.536, 3.154], [0.010, 2.846, 2.014], [2.050, 2.277, 3.949], [1.288, 1.362, 2.666], [5.357, 2.338, 3.430], [4.182, 2.352, 2.102], [4.363, 0.907, 3.112], [4.571, 3.618, 5.428], [2.124, 4.069, 6.587], [-0.321, 3.812, 6.000], [-0.033, 1.853, 6.304], [-2.642, 2.028, 5.990], [-4.348, 1.877, 3.845], [-4.011, 1.989, 1.309], [-2.333, 1.710, 0.767], [-2.929, 3.359, 0.990]], "total_charge": 2, "gap_ha": 0.2207, "relative_energy_kj_mol": 0.0}



(2)
{"formula": "C31H37Cl48IN2O4", "method": "the ωB97M-V functional and the def2-TZVPD basis", "species": ["C", "C", "C", "C", "C", "C", "N", "C", "C", "C", "N", "C", "C", "O", "C", "C", "C", "C", "I", "C", "C", "O", "O", "C", "C", "O", "H", "H", "H", "H", "H", "H", "H", "H", "H", "H", "H", "H", "H", "H", "H", "H", "H", "H", "H", "H", "H", "H", "H", "H", "H", "H", "H", "H", "H", "H", "H", "H", "H", "H", "H", "H", "H", "C", "Cl", "Cl", "Cl", "Cl", "C", "Cl", "Cl", "Cl", "Cl", "C", "Cl", "Cl", "Cl", "Cl", "C", "Cl", "Cl", "Cl", "Cl", "C", "Cl", "Cl", "Cl", "Cl", "C", "Cl", "Cl", "Cl", "Cl", "C", "Cl", "Cl", "Cl", "Cl", "C", "Cl", "Cl", "Cl", "Cl", "C", "Cl", "Cl", "Cl", "Cl", "C", "Cl", "Cl", "Cl", "Cl", "C", "Cl", "Cl", "Cl", "Cl", "C", "Cl", "Cl", "Cl", "Cl"], "positions_angstrom": [[0.989, -4.394, 0.864], [0.949, -2.833, 0.343], [-0.521, -2.521, -0.371], [-1.699, -2.312, 0.753], [-2.448, -0.824, 0.660], [-3.683, -0.882, -0.467], [-3.206, -0.275, -1.738], [-3.255, -1.165, -2.943], [-4.685, -1.854, -3.303], [-6.024, -1.000, -2.922], [-7.103, -2.038, -2.550], [-3.518, 1.155, -1.977], [-2.186, 1.799, -2.761], [-1.021, 1.137, -2.138], [0.059, 0.897, -3.107], [1.416, 1.832, -2.818], [2.341, 1.250, -1.592], [1.572, 1.157, -0.141], [2.999, 1.121, 1.528], [-3.956, 2.085, -0.722], [-2.758, 2.599, 0.267], [-2.710, 2.237, 1.580], [-1.665, 3.551, -0.124], [-1.682, 4.541, 0.993], [-0.538, 4.600, 2.177], [-2.708, 5.419, 1.086], [0.216, -4.621, 1.742], [0.713, -5.115, -0.016], [2.064, -4.727, 1.241], [0.982, -2.147, 1.311], [1.861, -2.661, -0.371], [-0.425, -1.648, -1.148], [-0.780, -3.496, -1.010], [-2.471, -3.209, 0.616], [-1.183, -2.455, 1.814], [-1.676, -0.047, 0.215], [-2.843, -0.485, 1.719], [-4.708, -0.514, -0.045], [-3.823, -2.052, -0.663], [-2.484, -2.056, -2.750], [-2.859, -0.639, -3.939], [-4.711, -2.008, -4.485], [-4.818, -2.950, -2.855], [-5.928, -0.281, -2.004], [-6.380, -0.341, -3.831], [-7.917, -1.425, -2.243], [-6.760, -2.443, -1.628], [-4.388, 1.246, -2.791], [-2.325, 1.578, -3.901], [-2.151, 2.976, -2.621], [0.353, -0.252, -3.027], [-0.222, 1.104, -4.225], [2.063, 1.736, -3.812], [1.017, 2.923, -2.658], [2.759, 0.188, -1.915], [3.278, 1.952, -1.452], [0.944, 0.148, -0.068], [0.866, 2.098, -0.015], [-4.429, 3.077, -1.193], [-4.808, 1.654, -0.030], [0.517, 4.501, 1.628], [-0.654, 3.717, 2.963], [-0.544, 5.599, 2.786], [-6.917, 4.144, 1.355], [-6.684, 5.826, 0.815], [-8.031, 4.115, 2.745], [-7.604, 3.182, 0.022], [-5.347, 3.452, 1.838], [-4.031, -1.287, -7.508], [-3.542, -0.116, -6.258], [-2.899, -2.662, -7.510], [-5.677, -1.874, -7.161], [-4.007, -0.496, -9.104], [5.869, 4.433, -1.537], [6.102, 6.115, -2.077], [4.754, 4.404, -0.147], [5.181, 3.472, -2.870], [7.438, 3.742, -1.054], [4.669, -2.717, 3.024], [6.039, -1.792, 3.689], [4.915, -4.453, 3.340], [3.158, -2.180, 3.802], [4.563, -2.442, 1.267], [0.169, -2.095, 6.798], [1.539, -1.170, 7.462], [0.415, -3.831, 7.114], [-1.342, -1.559, 7.575], [0.063, -1.820, 5.041], [-5.531, 3.083, -7.544], [-6.591, 4.465, -7.166], [-5.305, 2.973, -9.308], [-3.950, 3.315, -6.756], [-6.279, 1.581, -6.946], [0.169, -7.929, 8.511], [-0.546, -6.715, 9.601], [1.031, -9.157, 9.473], [-1.123, -8.714, 7.567], [1.313, -7.132, 7.402], [1.669, 2.965, 6.209], [1.473, 1.255, 5.748], [1.715, 3.974, 4.741], [0.297, 3.466, 7.230], [3.189, 3.166, 7.116], [8.269, -1.535, -0.516], [10.024, -1.776, -0.329], [7.441, -1.993, 0.993], [7.940, 0.179, -0.877], [7.669, -2.548, -1.854], [5.869, -0.248, 7.725], [5.673, -1.958, 7.265], [5.915, 0.760, 6.257], [4.497, 0.252, 8.747], [7.389, -0.048, 8.632], [11.269, -3.554, 3.578], [11.959, -4.122, 5.120], [12.420, -2.450, 2.783], [10.955, -4.950, 2.517], [9.741, -2.692, 3.893], [-0.131, 3.898, -8.478], [0.088, 4.566, -6.841], [-1.273, 2.531, -8.414], [-0.779, 5.162, -9.553], [1.438, 3.332, -9.103]], "gap_ha": 0.2984}



(3)
{"formula": "C31H37CoIN6O9P3", "method": "the ωB97M-V functional and the def2-TZVPD basis", "species": ["Co", "C", "N", "C", "C", "N", "N", "C", "N", "N", "H", "H", "H", "H", "H", "H", "H", "H", "H", "H", "H", "C", "C", "O", "P", "O", "O", "O", "P", "O", "O", "O", "H", "H", "H", "H", "H", "H", "H", "I", "C", "C", "C", "C", "C", "C", "C", "O", "O", "H", "H", "H", "H", "N", "P", "C", "C", "C", "C", "C", "C", "C", "C", "C", "C", "C", "C", "C", "C", "C", "C", "C", "C", "H", "H", "H", "H", "H", "H", "H", "H", "H", "H", "H", "H", "H", "H", "H"], "positions_angstrom": [[0.138, 0.045, -0.066], [0.147, 1.555, 4.311], [-0.176, 0.149, 4.201], [0.397, -0.643, 5.270], [-0.253, -0.407, 2.931], [-0.023, 0.238, 1.853], [-0.672, -1.717, 2.927], [-0.700, -2.475, 1.747], [-1.741, -3.365, 1.653], [0.266, -2.373, 0.933], [-0.031, 1.866, 5.341], [-0.499, 2.133, 3.654], [1.193, 1.768, 4.065], [-0.107, -0.405, 6.210], [1.467, -0.432, 5.384], [0.295, -1.702, 5.061], [0.296, 1.193, 1.984], [-1.353, -1.972, 3.630], [-2.604, -3.088, 2.102], [-1.863, -3.611, 0.657], [0.117, -2.919, 0.088], [0.949, 3.709, -2.457], [-0.312, 2.875, -2.301], [-1.327, 3.409, -3.117], [-0.887, 2.826, -0.490], [0.791, 2.407, 0.230], [-2.509, 3.676, -0.811], [-1.458, 1.490, -0.123], [0.015, 1.152, -2.960], [-1.477, 0.701, -3.411], [0.919, 1.233, -4.128], [0.446, 0.151, -1.900], [0.883, 4.624, -1.867], [1.055, 3.960, -3.512], [1.823, 3.132, -2.163], [-2.037, 3.662, -2.494], [1.563, 2.861, -0.102], [-3.210, 3.031, -0.726], [-1.750, 1.323, -4.087], [-6.241, -1.475, -6.002], [-4.785, -1.624, -4.462], [-4.012, -2.765, -4.399], [-3.096, -2.880, -3.371], [-2.957, -1.872, -2.427], [-3.729, -0.722, -2.526], [-4.652, -0.594, -3.551], [-1.983, -2.087, -1.280], [-1.695, -3.279, -1.040], [-1.619, -1.084, -0.630], [-4.118, -3.553, -5.131], [-2.481, -3.763, -3.279], [-3.599, 0.061, -1.795], [-5.263, 0.294, -3.634], [1.889, -0.248, 0.254], [3.050, -1.261, 0.336], [3.917, -1.253, 1.964], [3.733, -0.123, 2.747], [4.313, -0.033, 3.998], [5.077, -1.084, 4.482], [5.269, -2.213, 3.704], [4.698, -2.296, 2.447], [4.373, -0.784, -0.848], [5.675, -1.261, -0.782], [6.601, -0.868, -1.732], [6.229, 0.004, -2.744], [4.930, 0.481, -2.811], [4.003, 0.088, -1.863], [2.851, -3.051, 0.005], [2.432, -3.921, 1.006], [2.101, -5.224, 0.695], [2.199, -5.672, -0.613], [2.618, -4.810, -1.611], [2.933, -3.498, -1.305], [3.119, 0.668, 2.336], [4.184, 0.856, 4.600], [5.523, -1.025, 5.464], [5.871, -3.030, 4.078], [4.850, -3.178, 1.842], [5.960, -1.945, 0.005], [7.613, -1.249, -1.692], [6.957, 0.305, -3.483], [4.632, 1.147, -3.607], [2.976, 0.426, -1.904], [2.342, -3.556, 2.019], [1.745, -5.888, 1.471], [1.932, -6.691, -0.854], [2.685, -5.153, -2.633], [3.234, -2.806, -2.079]], "total_charge": -1, "spin_multiplicity": 4, "gap_ha": [0.2337, 0.2756]}



(4)
{"formula": "C31H37EuN2O", "method": "the ωB97M-V functional and the def2-TZVPD basis", "species": ["C", "C", "C", "H", "C", "C", "H", "C", "C", "C", "H", "C", "C", "H", "H", "H", "H", "H", "H", "Eu", "C", "C", "C", "H", "H", "H", "H", "H", "H", "C", "C", "H", "H", "O", "N", "C", "H", "C", "C", "H", "C", "H", "C", "H", "C", "H", "C", "H", "H", "H", "C", "N", "C", "C", "C", "C", "C", "C", "C", "C", "H", "H", "H", "H", "H", "H", "H", "H", "H", "H", "H", "H"], "positions_angstrom": [[-3.003, 0.484, -0.503], [-2.817, -0.773, -1.126], [-2.324, -1.666, -0.164], [-2.995, -1.001, -2.163], [-2.186, -0.961, 1.051], [-2.621, 0.367, 0.840], [-1.766, -1.342, 1.965], [-0.261, 1.945, -1.719], [-0.821, 0.963, -2.564], [0.097, -0.103, -2.672], [-1.783, 1.013, -3.040], [1.250, 0.235, -1.921], [1.018, 1.496, -1.343], [-2.038, -2.689, -0.340], [-2.592, 1.159, 1.566], [-3.344, 1.385, -0.985], [1.669, 2.005, -0.656], [-0.055, -1.007, -3.236], [-0.721, 2.868, -1.410], [-0.648, 0.002, -0.437], [2.513, -0.570, -1.767], [3.692, 0.270, -2.270], [2.455, -1.869, -2.565], [3.459, 0.705, -3.240], [4.587, -0.343, -2.377], [3.920, 1.084, -1.586], [2.520, -1.671, -3.633], [1.535, -2.419, -2.381], [3.292, -2.514, -2.298], [2.769, -0.888, -0.279], [1.755, -1.817, 0.296], [2.707, 0.028, 0.310], [3.777, -1.276, -0.157], [0.532, -1.675, 0.086], [2.142, -2.864, 1.048], [1.331, -3.632, 1.970], [3.002, -3.283, 0.730], [0.288, -4.525, 1.338], [-0.986, -4.680, 1.868], [-1.283, -4.167, 2.772], [-1.902, -5.525, 1.253], [-2.884, -5.641, 1.691], [-1.558, -6.213, 0.102], [-2.273, -6.870, -0.375], [-0.286, -6.059, -0.436], [-0.007, -6.593, -1.334], [0.629, -5.223, 0.180], [1.622, -5.111, -0.242], [0.857, -2.954, 2.680], [2.022, -4.234, 2.560], [-0.153, 5.327, -0.233], [-1.551, 5.083, 0.183], [-2.464, 5.430, -0.921], [-1.879, 3.728, 0.720], [-0.797, 3.114, 1.593], [-0.400, 3.879, 2.706], [0.566, 3.412, 3.593], [1.147, 2.164, 3.390], [0.764, 1.378, 2.303], [-0.203, 1.817, 1.389], [-0.025, 6.402, -0.484], [0.141, 4.754, -1.130], [0.560, 5.121, 0.588], [-2.296, 4.764, -1.799], [-3.522, 5.334, -0.598], [-2.304, 6.481, -1.244], [-2.786, 3.842, 1.352], [-2.203, 3.039, -0.065], [-0.845, 4.852, 2.886], [0.857, 4.019, 4.438], [1.894, 1.801, 4.084], [1.212, 0.406, 2.167]], "total_charge": -1, "spin_multiplicity": 8, "gap_ha": [0.1650, 0.2136]}



(5)
{"formula": "C31H37F5FeGe2N4O2S", "method": "the ωB97M-V functional and the def2-TZVPD basis", "species": ["Fe", "N", "C", "C", "C", "C", "C", "C", "S", "O", "O", "N", "C", "N", "C", "C", "C", "N", "H", "H", "H", "H", "H", "H", "H", "H", "H", "C", "Ge", "C", "C", "Ge", "C", "C", "C", "C", "C", "C", "C", "C", "C", "C", "C", "C", "H", "H", "H", "H", "H", "H", "H", "H", "H", "H", "H", "H", "H", "H", "H", "H", "H", "H", "H", "C", "C", "C", "C", "H", "H", "H", "H", "H", "H", "H", "H", "H", "F", "C", "F", "C", "F", "F", "F"], "positions_angstrom": [[0.822, -0.880, 0.071], [5.502, 5.194, -1.853], [5.212, 3.972, -1.237], [5.824, 2.799, -1.676], [5.497, 1.582, -1.106], [4.556, 1.514, -0.085], [3.944, 2.678, 0.356], [4.268, 3.896, -0.216], [4.185, -0.077, 0.593], [4.999, -0.262, 1.763], [4.327, -0.999, -0.502], [2.620, -0.026, 0.947], [2.088, 0.383, 2.126], [0.807, -0.047, 2.196], [0.117, 0.211, 3.299], [0.688, 0.923, 4.341], [1.980, 1.382, 4.138], [2.693, 1.144, 3.043], [6.414, 5.250, -2.276], [5.293, 6.009, -1.299], [6.548, 2.841, -2.483], [5.951, 0.670, -1.470], [3.218, 2.640, 1.156], [3.777, 4.800, 0.128], [-0.900, -0.153, 3.338], [0.142, 1.130, 5.249], [2.473, 1.985, 4.895], [-2.727, 2.236, -1.922], [-2.986, 1.373, -0.173], [-2.374, 2.732, 1.113], [-4.945, 1.281, -0.013], [-1.858, -0.741, 0.214], [-2.549, -1.295, 2.003], [-3.376, -0.493, 2.795], [-3.757, -0.871, 4.078], [-3.321, -2.076, 4.608], [-2.500, -2.893, 3.842], [-2.117, -2.503, 2.565], [-2.809, -1.991, -1.014], [-2.676, -3.376, -0.868], [-3.287, -4.263, -1.743], [-4.047, -3.791, -2.804], [-4.190, -2.422, -2.975], [-3.578, -1.543, -2.089], [-3.211, 3.216, -1.868], [-3.192, 1.674, -2.733], [-1.678, 2.385, -2.174], [-2.831, 3.693, 0.869], [-1.288, 2.842, 1.062], [-2.636, 2.473, 2.140], [-5.349, 2.294, -0.089], [-5.274, 0.841, 0.927], [-5.363, 0.681, -0.823], [-3.727, 0.461, 2.421], [-4.396, -0.218, 4.662], [-3.615, -2.373, 5.607], [-2.141, -3.833, 4.244], [-1.444, -3.143, 2.012], [-2.074, -3.780, -0.065], [-3.156, -5.329, -1.601], [-4.517, -4.481, -3.494], [-4.779, -2.032, -3.797], [-3.716, -0.481, -2.255], [-0.199, -0.434, -3.234], [0.874, 0.511, -2.703], [2.269, -0.020, -3.002], [0.678, 0.807, -1.221], [-0.112, -0.558, -4.318], [-1.202, -0.063, -3.017], [-0.118, -1.428, -2.784], [0.760, 1.461, -3.253], [2.472, -0.950, -2.463], [3.042, 0.692, -2.703], [2.389, -0.228, -4.070], [-0.266, 1.301, -1.034], [1.504, 1.378, -0.793], [0.165, -3.367, 0.546], [1.072, -2.887, -0.472], [0.668, -3.437, -1.647], [2.318, -3.699, -0.072], [3.269, -3.595, -1.010], [2.039, -5.012, 0.055], [2.821, -3.285, 1.096]], "total_charge": -1, "spin_multiplicity": 6, "gap_ha": [0.2360, 0.2825]}



Calculated values (u) of M for the records, taken in order: 873.3; 2330.3; 916.4; 605.6; 825.8.